1.
Molecular formula: C11H16AgClF13NbO3P2
Method: DFT, ωB97M-V with the def2-TZVPD basis set

XYZ file:
```
48
Properties=species:S:1:pos:R:3:forces:R:3
O -3.733963 0.407805 4.369607 -0.1491 -0.3504 0.1238
P -3.832770 1.682640 3.646919 0.7004 0.1144 0.0802
O -4.563179 2.818694 4.497721 -0.2941 0.1719 0.4141
O -4.705406 1.683623 2.328979 -0.3616 -0.1907 -0.4300
P -1.924427 2.486224 3.134023 0.3372 0.2083 -0.2728
Nb -0.842953 1.081626 1.315706 0.1055 -0.7146 0.7399
C -0.728778 -0.443167 2.973915 -0.0486 0.8257 0.3815
C -1.275271 -1.789567 2.456853 0.0342 0.0617 -0.3580
C -2.550116 -2.198484 3.151176 -0.3473 0.1035 0.1878
Cl -2.955192 -3.912972 2.827178 0.0360 -0.1968 -0.1179
C 1.440986 1.460484 1.440419 -0.1777 -0.5183 -0.9456
C 2.450359 1.658354 0.298553 -0.0807 0.5612 0.3962
C 2.935772 0.394312 -0.361286 0.2911 0.0406 0.2370
F 2.559481 -0.693945 0.409697 0.5939 -0.1980 -0.2849
F 4.284822 0.267666 -0.364063 0.0347 0.3467 -0.3351
C 2.506318 0.396120 -1.886570 0.5593 0.0495 -0.2222
F 1.212010 0.750684 -2.051469 -0.0961 -0.0213 -0.0521
F 3.245846 1.400051 -2.386016 -0.0265 -0.0163 -0.1625
C 2.797546 -0.893035 -2.749401 0.1303 0.0079 0.0892
F 3.223914 -1.858540 -1.901375 -0.1183 -0.1688 0.0508
F 3.776962 -0.639877 -3.620915 0.2488 -0.0090 0.0929
C 1.667559 -1.543409 -3.617125 -0.1065 0.1006 -0.3379
F 2.214715 -2.656407 -4.117107 0.0559 -0.0851 -0.1172
F 0.606524 -1.952371 -2.871755 0.2219 0.0767 0.1029
C 1.119753 -0.624775 -4.776879 -0.0028 -0.0588 0.1972
F -0.179665 -0.411075 -4.562760 -0.2444 0.0977 0.0057
F 1.754353 0.557179 -4.747750 0.1276 0.1101 -0.0276
C 1.262184 -1.217420 -6.200116 0.2523 -0.1841 0.1619
F 2.528442 -1.527285 -6.461573 0.1006 0.0574 -0.0222
F 0.513770 -2.309844 -6.301729 -0.0875 -0.1081 -0.0283
F 0.854857 -0.319651 -7.078395 -0.1691 0.1740 -0.1781
H -4.531783 2.571967 5.431199 0.0001 0.1283 0.0447
H -5.505691 1.156001 2.462114 -0.0820 0.0495 -0.1121
H -2.341572 3.715825 2.596301 -0.2351 0.0261 -0.1071
H -2.408023 0.446071 0.661760 0.6532 -0.0181 -0.4269
H -0.794470 2.555674 0.180386 0.1882 0.4519 0.7830
H -0.467605 -0.173300 0.010337 -0.6536 -0.0595 -0.3525
H 0.316178 -0.547870 3.270743 0.0714 0.0578 0.0644
H -1.279977 -0.152927 3.868288 0.0706 -0.0467 0.1348
H -0.529413 -2.575585 2.589101 0.0919 0.0016 0.0188
H -1.512385 -1.762683 1.389163 0.0775 -0.0969 -0.1145
H -2.502809 -2.086887 4.228677 0.1034 -0.0076 0.0559
H -3.399779 -1.624017 2.800377 -0.0028 0.1262 0.0338
H 1.884284 0.788835 2.173215 -0.1503 -0.0626 0.1697
H 1.346378 2.443338 1.916715 -0.2644 0.0411 0.0801
H 3.375610 2.130389 0.639578 -0.0527 0.1320 0.1348
H 2.010116 2.323908 -0.439413 0.0851 0.0354 -0.1210
Ag 0.676487 -1.262373 -0.573003 -1.4200 -1.0461 0.3454
```
Positions in Å, forces in eV/Å.

Summary:
molar mass: 741.4 g mol⁻¹
E: -89781.3503 eV
HOMO energy: -8.35 eV
LUMO: -0.0397 Eh



2.
Molecular formula: C6H18F18O27S6Zn3
Method: DFT, ωB97M-V with the def2-TZVPD basis set

XYZ file:
```
78
Properties=species:S:1:pos:R:3:forces:R:3
Zn 17.960701 -14.111526 12.338480 -1.2048 0.6949 0.4561
Zn 17.034158 -13.815226 6.844958 -1.5619 0.7646 0.3328
Zn 16.613266 -9.106082 9.319096 -0.1463 -0.4582 0.2615
C 13.066872 -8.557549 6.294627 0.4132 -0.3889 1.7708
F 12.795047 -7.404020 6.935263 -0.2402 -0.5059 -0.4975
F 11.952609 -9.110620 5.803169 0.6330 0.5895 0.0989
F 13.946076 -8.308278 5.346616 -0.2229 0.0226 -0.5031
S 13.809655 -9.770932 7.564950 -2.0115 -2.0750 1.9384
O 14.057137 -10.980247 6.766731 0.0818 1.3230 0.2598
O 15.016539 -9.178748 8.159869 -0.4047 0.7846 -1.5302
O 12.775717 -9.961071 8.611118 1.4266 0.6543 -2.0380
C 15.567350 -14.925442 15.436644 0.5252 1.8734 -1.7483
F 14.548499 -15.015490 16.264716 0.4698 -0.3083 0.4050
F 16.776970 -14.997943 16.008077 -0.3353 0.4615 0.9770
F 15.579908 -15.935932 14.587477 -0.8021 -0.9333 -0.6742
S 15.396999 -13.251707 14.462770 -0.8314 0.2133 1.1823
O 15.545481 -12.248849 15.494643 0.5848 -0.5987 -0.6273
O 16.530007 -13.276926 13.477287 -1.0024 -0.5705 1.0694
O 14.047556 -13.261044 13.896999 1.7067 -0.4075 -0.1648
C 13.596113 -16.603317 8.189475 0.9662 0.8273 -0.4327
F 13.115229 -15.497524 8.755765 -0.1479 -0.7010 -0.0657
F 13.250778 -17.693721 8.864563 0.1632 0.6292 -0.2875
F 13.144207 -16.676701 6.923258 0.2363 -0.1488 0.8435
S 15.512700 -16.419823 8.118162 1.6194 -1.1916 1.8647
O 15.799063 -15.454264 7.067415 -0.0605 1.5665 -0.9445
O 16.028886 -15.918341 9.441396 -1.2453 -0.9400 -1.8749
O 16.002088 -17.708459 7.691546 -0.5061 -0.0229 0.8177
C 17.521263 -9.676392 5.176739 0.5075 0.5848 2.1265
F 16.323428 -9.253927 5.494289 -1.1868 -0.2814 0.0152
F 17.486253 -10.536850 4.209962 -0.0134 -0.4049 -1.5550
F 18.200798 -8.564157 4.890608 0.5574 -0.6962 -0.3791
S 18.281023 -10.558736 6.654656 1.6470 -0.5755 0.7124
O 17.765397 -9.901240 7.836443 -0.6740 0.5535 -0.1054
O 17.876356 -11.993930 6.611076 0.5813 1.5460 -0.9012
O 19.695713 -10.334461 6.533036 -0.4076 -0.5440 -0.6465
C 14.463119 -12.861185 10.345826 -0.4748 0.0734 -0.7335
F 13.681024 -12.955223 9.240338 1.1526 0.2450 1.0258
F 13.984510 -11.919336 11.141067 0.1065 -0.1346 -0.1764
F 14.488910 -14.019386 10.967682 -0.2144 -0.1843 0.1029
S 16.238115 -12.442420 9.908431 0.3252 0.0667 -3.5137
O 16.476582 -12.996281 8.553330 -0.8809 -0.2599 2.5592
O 16.340907 -11.014945 9.760455 -0.8156 -1.0705 1.7160
O 17.045546 -13.041465 10.948690 -0.2154 0.2552 -0.7248
C 18.498458 -8.595688 13.240195 -0.3848 -0.9232 -1.5658
F 18.409721 -7.270769 13.316244 -0.0139 -0.5699 -0.1043
F 19.268499 -9.058777 14.199620 0.4996 0.0031 0.5315
F 17.279429 -9.151128 13.387993 0.4611 0.4735 -0.1237
S 19.255469 -9.151704 11.518264 1.0468 3.5845 -1.0646
O 19.961174 -10.398933 11.658689 -0.2737 -1.3286 0.7348
O 18.075624 -9.249742 10.639388 0.5502 0.2065 0.8208
O 20.185988 -8.082044 11.161175 -1.5561 -0.8996 0.6694
O 11.921351 -14.952408 13.112772 -0.2963 -0.2214 -0.2397
H 12.195711 -15.569073 13.793477 0.0467 -0.0218 0.1184
H 12.582233 -14.254316 13.140633 0.1399 0.0912 0.1088
O 18.704479 -14.502466 7.730298 0.6554 -0.7781 0.1260
H 19.501012 -14.062286 8.037080 -0.0053 0.6789 -0.2178
H 18.844061 -15.432350 7.924621 -0.2993 -0.3382 -0.2123
O 15.275974 -8.503354 10.800399 0.6190 0.9939 -0.6149
H 14.940011 -7.605237 10.826309 0.0088 0.1720 -0.0559
H 14.684103 -9.006303 11.383570 0.1848 -0.6891 0.5757
O 16.992440 -15.983800 12.024205 0.2750 0.2434 0.1590
H 16.526982 -15.979428 11.174516 -0.4775 0.0987 -0.6922
H 17.025342 -16.908052 12.278308 0.0985 -0.0561 0.3801
O 15.404245 -13.065843 5.759423 0.3712 -0.7013 -0.7477
H 15.121247 -13.425475 4.916147 -0.0052 -0.2767 -0.0690
H 14.882393 -12.260647 5.874898 -0.0792 0.7513 0.7941
O 19.027083 -12.434058 12.848789 0.0510 -1.6790 0.9400
H 19.384849 -11.689072 12.340553 0.3123 0.9867 -1.0309
H 19.387440 -12.323365 13.731682 -0.1349 -0.0001 0.2607
O 10.818703 -12.820728 9.988676 0.0221 -0.1010 0.1154
H 9.956741 -12.461191 9.771290 -0.1264 0.0630 0.0088
H 11.322861 -12.746683 9.175671 0.1365 0.1225 -0.1113
O 19.284103 -14.894698 11.025361 0.9747 -0.0775 -0.3187
H 19.138964 -15.598338 10.389358 -0.5719 -0.2681 0.1061
H 20.238563 -14.792113 11.066853 0.2297 0.3018 0.2094
O 13.765375 -9.519584 12.617291 -0.3595 0.2209 -0.0722
H 13.684689 -10.283331 13.194381 0.2166 -0.2546 0.1626
H 13.003771 -9.577983 12.033456 -0.4131 -0.1351 0.0080
```
Positions in Å, forces in eV/Å.

Summary:
molar mass: 1252.7 g mol⁻¹
E: -320981.5360 eV
HOMO energy: -10.33 eV
LUMO: -0.0661 Eh



3.
Molecular formula: C3H7NO
Method: DFT, ωB97M-V with the def2-TZVPD basis set

XYZ file:
```
12
Properties=species:S:1:pos:R:3:forces:R:3
C 0.990764 -2.316508 -0.912720 1.4189 1.1866 3.2843
C 1.603427 -1.332348 -1.595089 -1.9175 0.0100 -1.3388
N 1.846782 -1.316159 -2.975039 -0.4076 0.8856 -1.0180
H 1.317215 -3.263126 -0.496760 -0.4360 -0.9372 -1.7800
H 0.749977 -1.817354 0.037910 -0.2808 -0.1547 0.0692
H 1.594095 -0.335874 -1.160973 0.1079 0.0587 0.0124
H 1.692134 -0.368239 -3.309120 1.2602 0.4970 0.3683
H 1.034426 -1.640069 -3.493493 0.2545 -1.5420 0.4038
C -1.963706 1.993091 2.641832 0.8887 1.2396 -0.6313
O -2.546247 2.958606 3.050825 -0.4253 -0.4209 0.5090
H -1.719465 1.097332 3.218839 -0.3791 -0.2761 0.2985
H -1.486606 2.091681 1.650213 -0.0840 -0.5465 -0.1773
```
Positions in Å, forces in eV/Å.

Summary:
molar mass: 73.1 g mol⁻¹
E: -6758.6699 eV
HOMO energy: -8.79 eV
LUMO: 0.0218 Eh



4.
Molecular formula: C23H20I2N5OTi
Method: DFT, ωB97M-V with the def2-TZVPD basis set

XYZ file:
```
52
Properties=species:S:1:pos:R:3:forces:R:3
Ti 0.182719 0.065968 0.024419 -0.1346 0.0938 0.3099
I -2.957773 5.109541 4.864864 0.0334 -0.0588 -0.0251
C -2.051923 3.583323 3.797579 -0.0399 0.1053 0.0592
C -1.112548 2.761888 4.420524 -0.0307 0.0190 0.0079
C -0.502890 1.739304 3.712744 0.1366 -0.2267 -0.1024
I 0.944083 0.517660 4.573762 -0.0562 0.0609 0.0185
C -0.859381 1.549837 2.383476 -0.1728 0.2627 0.1950
O -0.284511 0.582577 1.615215 0.2098 -0.1214 -0.4236
C -1.786806 2.369468 1.740554 0.0873 -0.1391 -0.1772
C -2.108661 2.081412 0.301253 -0.0362 0.0490 0.1055
N -0.863269 1.839689 -0.534062 -0.0459 0.0049 -0.0641
C 0.093107 2.998959 -0.482154 0.1602 0.0058 -0.0158
C 1.520206 2.613251 -0.139275 -0.1074 0.0137 -0.0212
C 2.494845 3.580713 0.000298 0.0290 0.0064 0.0151
C 3.801517 3.194391 0.265315 -0.0019 -0.0064 0.0023
C 4.111231 1.842592 0.381481 0.0188 0.0361 -0.0001
C 3.100760 0.923546 0.236291 -0.0155 -0.0109 -0.0042
N 1.830221 1.302519 -0.023192 -0.0956 -0.1284 0.0642
C -2.378272 3.395256 2.452060 -0.0172 0.0022 0.0249
H -0.855041 2.924591 5.458445 -0.0011 0.0054 -0.0014
H -2.728559 1.184932 0.207423 -0.0008 -0.0074 -0.0329
H -2.660406 2.912292 -0.139259 -0.0036 -0.0036 -0.0133
H -1.190961 1.758591 -1.495095 0.0163 -0.0126 -0.0071
H 0.089502 3.496171 -1.453921 -0.0200 0.0135 0.0025
H -0.267170 3.726195 0.245188 -0.0044 -0.0319 0.0381
H 2.235911 4.627320 -0.097840 -0.0023 -0.0035 -0.0055
H 4.575179 3.942956 0.378968 -0.0006 -0.0010 0.0001
H 5.119285 1.510484 0.585295 -0.0024 -0.0082 -0.0006
H 3.288829 -0.140069 0.327937 -0.0095 -0.0073 -0.0039
H -3.103924 4.044407 1.978227 0.0020 -0.0075 -0.0108
N -0.521835 -2.639889 -1.922043 -0.0300 0.0076 0.0128
C -0.097879 -1.568786 -2.668700 0.0017 -0.0164 0.0156
C -0.067424 -1.742461 -4.061758 0.0168 0.0081 -0.0520
C 0.380381 -0.728912 -4.862795 -0.0023 0.0030 0.0531
C 0.800303 0.472985 -4.266403 -0.0617 -0.0084 -0.0580
C 0.717324 0.586226 -2.916064 0.0425 -0.1336 0.0914
N 0.267957 -0.415956 -2.082072 -0.0110 0.1965 0.0313
C -0.473588 -2.911224 -0.575108 0.0151 0.0345 -0.0003
C -0.763231 -4.222566 -0.185887 -0.0027 -0.0390 0.0092
C -0.707952 -4.571373 1.138363 0.0079 0.0296 -0.0030
C -0.364085 -3.597002 2.085873 -0.0484 -0.0399 -0.0253
C -0.121998 -2.330708 1.657990 0.1333 0.0366 -0.0147
N -0.167709 -1.953140 0.328072 0.0395 0.0061 0.0022
H -0.794208 -3.437486 -2.479250 -0.0063 -0.0009 -0.0026
H -0.384445 -2.686197 -4.486326 0.0016 0.0009 0.0030
H 0.419503 -0.856462 -5.936695 -0.0001 -0.0002 0.0010
H 1.180020 1.293132 -4.858575 -0.0056 -0.0001 0.0009
H 1.049779 1.491612 -2.431166 0.0127 -0.0024 0.0019
H -1.013196 -4.954982 -0.942386 -0.0011 -0.0031 0.0052
H -0.922280 -5.587566 1.443028 -0.0005 0.0009 -0.0026
H -0.305264 -3.827630 3.139687 -0.0004 0.0066 0.0005
H 0.130609 -1.554571 2.365806 0.0044 0.0095 -0.0039
```
Positions in Å, forces in eV/Å.

Summary:
molar mass: 684.1 g mol⁻¹
E: -72967.3032 eV
HOMO energy: -15.84 eV
LUMO: -0.4060 Eh
total charge: +3



5.
Molecular formula: H24O12
Method: DFT, ωB97M-V with the def2-TZVPD basis set

XYZ file:
```
36
Properties=species:S:1:pos:R:3:forces:R:3
O 0.426221 -0.181471 -0.541553 -0.3574 -0.5672 2.5652
H 1.334095 -0.105072 -0.227040 -0.0707 -0.3050 -0.1923
H -0.012359 0.598652 -0.183719 -0.2203 -0.4220 -0.0259
O -3.807545 -1.768683 1.689744 -0.0330 0.1157 -0.0638
H -4.335736 -2.161001 0.985407 0.0827 -0.0217 0.0265
H -3.198666 -1.181897 1.227210 -0.0222 -0.0923 0.0129
O -1.203701 -2.196904 -0.617638 -0.7873 -0.5285 0.8845
H -1.529479 -3.023821 -0.990555 0.0739 0.1072 -0.1053
H -1.706478 -2.093378 0.198137 0.0711 -0.2240 0.0147
O 4.299202 -1.476225 -1.148246 0.0983 0.0317 0.2130
H 4.256546 -1.313352 -0.199224 0.0095 -0.0704 -0.1213
H 4.624022 -2.381112 -1.216520 -0.0832 0.0664 -0.0721
O 0.977340 1.643792 -1.669722 0.9318 1.6786 -0.9932
H 1.605234 2.248615 -2.080731 -0.1377 0.2713 -0.1030
H 1.060706 1.824413 -0.726633 0.1211 0.4491 -0.3947
O 0.127226 -1.625202 -2.442009 0.5830 -0.4864 -2.0718
H 0.228823 -0.712165 -2.150409 -0.0901 -0.1037 0.3309
H 0.560907 -1.646196 -3.302515 -0.0076 -0.0492 -0.0527
O 1.249310 -3.071056 1.445331 0.2338 0.0443 0.2284
H 2.113640 -2.935287 1.849671 -0.0668 -0.0907 -0.0201
H 1.105967 -4.021845 1.511990 -0.0812 0.0894 -0.0721
O -3.413159 2.727717 -0.626429 -0.1287 0.2251 0.2102
H -3.797345 2.992774 0.216860 -0.1298 0.0599 -0.0297
H -2.715690 2.108937 -0.382219 -0.3252 -0.3977 -0.4452
O 0.601147 0.425593 3.602066 0.2037 -0.0405 -0.1448
H 0.669209 -0.386147 3.086862 -0.1321 -0.0764 -0.0079
H 1.513927 0.637151 3.828047 -0.1171 0.0626 0.0518
O -3.375821 -0.149523 -1.026052 -0.1529 -0.1171 0.3370
H -3.945858 -0.281712 -1.791934 0.1706 0.0555 -0.0398
H -3.988530 0.050521 -0.309422 -0.1748 0.1509 -0.1873
O -1.029633 3.430405 0.563939 0.3796 -0.1847 0.2252
H -1.763532 3.612857 -0.033634 0.0242 0.1880 -0.1807
H -1.210648 2.542943 0.893535 0.1301 0.1927 0.2530
O 5.065909 2.415557 0.693038 -0.1076 -0.1185 -0.1107
H 5.312525 2.587165 -0.222780 0.0264 0.0070 0.0792
H 4.486743 1.646968 0.639865 0.0856 0.1004 0.0016
```
Positions in Å, forces in eV/Å.

Summary:
molar mass: 216.2 g mol⁻¹
E: -24956.9371 eV
HOMO energy: -9.54 eV
LUMO: -0.0094 Eh



Number 1: frontier orbital gap 7.275 eV. Number 2: frontier orbital gap 8.534 eV. Number 3: frontier orbital gap 9.381 eV. Number 4: frontier orbital gap 4.790 eV. Number 5: frontier orbital gap 9.283 eV.